(1)
Computed, not measured: an isolated molecule of C5H8O, with ωB97M-V/def2-TZVPD.

Summary:
- E (eV) = -7360.95373
- net charge = 0
- structure (SMILES) = C[C@H]1C[C@H]1C=O
- ΔE to the lowest compared entry with this formula, charge and spin (eV) = 1.302
- Kohn-Sham gap (eV) = 10.749
- lowest unoccupied orbital energy (eV) = 1.0
- HOMO level (eV) = -9.8

Element x y z (Å)
C: 1.32 -0.85 -0.46
C: 0.00 -0.24 -0.85
C: -1.24 -0.59 -0.07
C: -0.67 0.81 -0.01
C: -0.05 1.33 1.25
O: 1.13 1.54 1.40
H: 1.35 -1.10 0.61
H: 1.47 -1.78 -1.02
H: 2.16 -0.18 -0.66
H: -0.14 -0.11 -1.92
H: -1.10 -1.23 0.80
H: -2.18 -0.73 -0.59
H: -1.26 1.57 -0.53
H: -0.77 1.55 2.07

These are the natural (NBO) partial charges, in e, on atoms 1 to 8: -0.61, -0.20, -0.40, -0.35, 0.44, -0.51, 0.21, 0.21

(2)
Computed, not measured: a 13-piece molecular cluster, C52H104O39 overall at a distorted geometry, with ωB97M-V/def2-TZVPD.

Summary:
- E (eV) = -135459.94470
- net charge = 0
- ΔE to the lowest compared entry with this formula, charge and spin (eV) = 5.410
- Kohn-Sham gap (eV) = 10.736
- lowest unoccupied orbital energy (eV) = 0.3
- HOMO level (eV) = -10.4

Element x y z (Å)
C: 15.75 24.71 8.88
C: 14.78 24.77 10.04
O: 14.51 23.46 10.58
C: 14.00 23.34 11.78
O: 13.56 24.20 12.55
O: 13.94 21.99 12.04
C: 13.46 21.54 13.31
H: 16.27 25.67 8.81
H: 15.27 24.34 7.98
H: 16.58 24.07 9.19
H: 13.83 25.12 9.62
H: 15.18 25.45 10.79
H: 12.38 21.68 13.33
H: 13.89 22.03 14.19
H: 13.62 20.46 13.32
C: 22.54 20.19 19.19
C: 21.93 18.78 19.62
O: 22.92 17.79 19.78
C: 22.99 16.72 18.91
O: 24.02 16.06 18.78
O: 21.72 16.33 18.44
C: 21.57 15.09 17.72
H: 23.10 20.08 18.26
H: 23.19 20.75 19.86
H: 21.75 20.89 18.93
H: 21.26 18.52 18.81
H: 21.44 18.92 20.59
H: 22.08 15.01 16.76
H: 20.51 14.86 17.64
H: 21.91 14.23 18.29
C: 17.16 9.65 11.32
C: 17.36 11.16 11.14
O: 16.84 11.54 9.86
C: 16.38 12.75 9.57
O: 15.93 13.09 8.47
O: 16.38 13.55 10.70
C: 16.00 14.91 10.59
H: 17.72 9.14 10.53
H: 16.10 9.43 11.27
H: 17.44 9.30 12.32
H: 18.38 11.52 11.26
H: 16.73 11.52 11.95
H: 15.76 15.21 11.61
H: 15.05 14.94 10.04
H: 16.75 15.53 10.10
C: 14.34 20.70 18.42
C: 13.72 19.89 17.28
O: 12.79 18.97 17.81
C: 13.26 17.84 18.40
O: 14.41 17.49 18.68
O: 12.24 17.10 18.73
C: 12.40 15.82 19.30
H: 15.07 20.18 19.04
H: 13.55 21.08 19.07
H: 14.87 21.59 18.09
H: 14.49 19.49 16.61
H: 13.22 20.62 16.64
H: 12.97 15.26 18.56
H: 11.46 15.28 19.43
H: 12.87 15.78 20.29
C: 18.60 18.02 17.33
C: 17.52 16.98 17.04
O: 16.63 17.46 16.11
C: 15.65 16.70 15.60
O: 15.60 15.53 15.72
O: 14.79 17.48 14.86
C: 13.84 16.90 14.02
H: 18.24 18.99 17.66
H: 19.16 18.23 16.42
H: 19.28 17.66 18.10
H: 16.95 16.79 17.94
H: 18.00 16.02 16.84
H: 12.91 16.43 14.35
H: 14.37 16.16 13.42
H: 13.64 17.67 13.28
C: 20.99 11.44 17.39
C: 20.35 11.62 16.08
O: 18.99 11.16 15.90
C: 18.07 11.85 15.17
O: 16.84 11.69 15.17
O: 18.66 12.72 14.34
C: 17.81 13.71 13.72
H: 20.54 12.07 18.16
H: 22.01 11.78 17.25
H: 20.96 10.42 17.77
H: 20.95 11.14 15.31
H: 20.32 12.68 15.80
H: 16.74 13.62 13.91
H: 17.96 13.81 12.64
H: 18.21 14.57 14.25
C: 11.38 14.47 16.42
C: 10.65 13.84 15.22
O: 10.83 12.46 15.17
C: 10.67 11.78 14.04
O: 10.34 12.19 12.93
O: 10.80 10.53 14.32
C: 10.65 9.52 13.32
H: 10.64 14.70 17.19
H: 11.97 15.38 16.28
H: 12.04 13.72 16.86
H: 11.12 14.28 14.34
H: 9.59 14.10 15.23
H: 9.77 9.71 12.72
H: 10.59 8.56 13.83
H: 11.53 9.57 12.68
C: 18.98 11.11 22.17
C: 19.18 12.04 21.03
O: 17.86 12.04 20.43
C: 17.54 13.02 19.55
O: 18.39 13.77 19.03
O: 16.19 13.17 19.46
C: 15.56 14.00 18.51
H: 19.78 11.18 22.90
H: 18.99 10.07 21.86
H: 18.03 11.35 22.64
H: 19.92 11.64 20.35
H: 19.49 13.06 21.28
H: 15.89 15.03 18.64
H: 14.49 14.03 18.71
H: 15.69 13.61 17.50
C: 17.54 21.66 15.70
C: 17.49 22.48 14.41
O: 18.77 22.44 13.81
C: 18.92 22.78 12.53
O: 18.01 23.20 11.75
O: 20.21 22.62 12.14
C: 20.77 23.16 10.91
H: 17.62 20.59 15.50
H: 16.61 21.66 16.26
H: 18.26 22.03 16.43
H: 17.26 23.52 14.66
H: 16.68 22.17 13.75
H: 20.41 24.17 10.69
H: 20.47 22.48 10.11
H: 21.85 23.03 10.95
C: 16.78 18.60 12.40
C: 17.23 19.76 11.51
O: 18.42 19.54 10.78
C: 18.62 18.61 9.79
O: 17.74 17.95 9.31
O: 19.89 18.66 9.31
C: 20.92 19.47 9.91
H: 16.73 17.71 11.78
H: 15.77 18.86 12.71
H: 17.32 18.40 13.33
H: 17.31 20.66 12.11
H: 16.45 20.00 10.78
H: 20.91 19.59 10.99
H: 20.81 20.47 9.50
H: 21.92 19.11 9.66
C: 20.83 16.61 14.54
C: 20.19 17.33 13.38
O: 19.51 16.33 12.64
C: 20.02 16.02 11.52
O: 21.15 16.35 11.16
O: 19.14 15.26 10.77
C: 19.59 14.86 9.40
H: 20.23 16.14 15.32
H: 21.42 17.36 15.08
H: 21.47 15.82 14.15
H: 20.84 17.98 12.81
H: 19.44 18.07 13.67
H: 18.82 14.29 8.89
H: 20.56 14.36 9.44
H: 19.63 15.68 8.68
C: 18.57 19.03 20.70
C: 18.60 20.12 21.73
O: 19.85 20.77 22.00
C: 20.87 20.10 22.60
O: 20.83 18.94 23.01
O: 21.94 20.87 22.65
C: 23.18 20.34 23.10
H: 17.54 19.07 20.36
H: 18.92 18.04 21.00
H: 19.20 19.32 19.85
H: 18.27 19.71 22.69
H: 17.97 20.94 21.40
H: 23.70 19.74 22.36
H: 23.26 19.65 23.94
H: 23.86 21.19 23.25
C: 8.99 22.99 14.79
C: 9.07 21.56 15.34
O: 10.24 20.95 14.84
C: 10.68 19.74 15.16
O: 11.69 19.22 14.65
O: 9.89 19.10 16.14
C: 9.82 17.72 16.13
H: 9.01 23.10 13.71
H: 9.64 23.71 15.29
H: 8.01 23.43 14.97
H: 8.26 20.87 15.11
H: 9.09 21.58 16.43
H: 8.89 17.33 16.55
H: 10.60 17.32 16.78
H: 9.83 17.23 15.15

These are the Mulliken partial charges, in e, on atoms 1 to 8: -1.03, -0.29, -0.27, 0.70, -0.63, -0.28, -0.62, 0.35

(3)
Computed, not measured: a 2-piece molecular cluster, C7H10O overall at a distorted geometry, with ωB97M-V/def2-TZVPD.

Summary:
- E (eV) = -9462.83131
- net charge = 0
- ΔE to the lowest compared entry with this formula, charge and spin (eV) = 5.729
- Kohn-Sham gap (spin up / spin down) (eV) = 7.325 / 7.329
- lowest unoccupied orbital energy (spin up / spin down) (eV) = 0.9 / 0.9
- HOMO level (spin up / spin down) (eV) = -6.5 / -6.5

Element x y z (Å)
C: 0.81 0.47 -1.33
C: -0.50 0.31 -1.18
C: 0.63 -0.70 1.75
C: 0.26 0.83 0.01
C: -1.66 -0.29 -1.83
C: 1.18 -1.90 1.04
C: -0.13 2.02 0.88
O: 0.74 -0.23 2.83
H: 1.73 0.47 -1.84
H: -1.41 -0.55 -2.87
H: -2.50 0.37 -1.85
H: -1.91 -1.13 -1.26
H: 1.08 -1.67 -0.05
H: 0.41 -2.59 1.25
H: 2.17 -2.20 1.31
H: -0.76 2.59 0.16
H: 0.66 2.53 1.19
H: -0.81 1.68 1.78

These are the natural (NBO) partial charges, in e, on atoms 1 to 8: -0.24, 0.07, 0.56, -0.05, -0.66, -0.75, -0.63, -0.55

(4)
Computed, not measured: a 2-piece molecular cluster, C4H13N3O overall at a distorted geometry, with ωB97M-V/def2-TZVPD.

Summary:
- E (eV) = -10875.00647
- net charge = 0
- structure (SMILES) = N/C=C(\N)CCN.O
- ΔE to the lowest compared entry with this formula, charge and spin (eV) = 2.671
- Kohn-Sham gap (eV) = 8.961
- lowest unoccupied orbital energy (eV) = 0.7
- HOMO level (eV) = -8.2

Element x y z (Å)
N: -0.25 -2.46 0.23
C: 0.76 -1.53 -0.31
C: 0.51 -0.25 -0.19
N: -0.42 0.29 0.70
C: 1.20 0.84 -0.86
C: 0.35 1.50 -1.94
N: -0.37 2.70 -1.45
H: -0.91 -2.39 -0.51
H: 0.23 -3.36 0.32
H: 1.54 -1.97 -0.96
H: -0.86 1.18 0.46
H: -1.09 -0.47 0.72
H: 2.01 0.41 -1.36
H: 1.59 1.67 -0.17
H: -0.16 0.72 -2.36
H: 0.91 1.91 -2.74
H: -1.22 2.45 -1.03
H: -0.56 3.36 -2.20
O: -1.08 -1.17 3.40
H: -1.11 -1.05 2.41
H: -1.28 -0.23 3.67

These are the natural (NBO) partial charges, in e, on atoms 1 to 8: -0.86, -0.13, 0.14, -0.82, -0.44, -0.22, -0.84, 0.36

(5)
Computed, not measured: C31H29BBrFeN11O as an isolated structure, with ωB97M-V/def2-TZVPD.

Summary:
- E (eV) = -156149.27634
- net charge = +2
- ΔE to the lowest compared entry with this formula, charge and spin (eV) = 0.022
- Kohn-Sham gap (eV) = 5.628
- lowest unoccupied orbital energy (eV) = -7.6
- HOMO level (eV) = -13.2

Element x y z (Å)
Fe: 1.68 -2.27 0.69
C: 4.19 -4.49 1.30
C: 4.51 -3.03 1.30
C: 5.73 -2.39 1.52
C: 5.45 -1.04 1.40
N: 4.15 -0.89 1.13
N: 3.57 -2.12 1.07
B: 3.17 0.30 0.88
N: 2.57 0.05 -0.54
C: 2.60 0.81 -1.65
C: 2.00 0.12 -2.67
C: 1.61 -1.10 -2.11
C: 0.89 -2.25 -2.75
N: 1.97 -1.12 -0.83
N: 2.06 0.16 1.97
C: 1.67 1.02 2.93
C: 0.70 0.41 3.70
C: 0.54 -0.86 3.14
C: -0.38 -1.97 3.56
N: 1.37 -0.99 2.11
N: 3.71 1.71 0.93
C: 4.92 2.27 1.17
C: 4.77 3.63 1.08
C: 3.41 3.84 0.78
C: 2.70 5.13 0.57
N: 2.78 2.68 0.69
H: 5.09 -5.07 1.52
H: 3.82 -4.81 0.33
H: 3.45 -4.73 2.06
H: 6.68 -2.84 1.73
H: 6.12 -0.20 1.50
H: 3.05 1.79 -1.63
H: 1.88 0.43 -3.70
H: 1.11 -2.28 -3.81
H: -0.19 -2.16 -2.63
H: 1.20 -3.20 -2.31
H: 2.11 2.00 3.01
H: 0.21 0.81 4.57
H: -0.57 -1.91 4.63
H: 0.05 -2.95 3.35
H: -1.34 -1.90 3.06
H: 5.80 1.70 1.39
H: 5.54 4.38 1.22
H: 3.38 5.97 0.68
H: 1.89 5.25 1.29
H: 2.27 5.18 -0.43
Br: -8.29 2.25 -5.72
C: -7.57 1.61 -4.13
C: -6.45 0.76 -4.19
C: -5.92 0.28 -3.03
C: -6.50 0.65 -1.80
C: -7.62 1.50 -1.75
C: -8.16 1.98 -2.92
N: -6.03 0.24 -0.58
N: -5.11 -0.53 -0.43
C: -3.92 -0.96 -0.30
C: -3.73 -2.41 -0.21
C: -2.51 -2.91 -0.02
C: -1.32 -2.06 0.13
O: -0.25 -2.62 0.33
C: -1.51 -0.57 0.03
N: -0.43 0.18 0.16
C: -0.56 1.50 0.11
C: -1.79 2.13 -0.08
C: -2.92 1.35 -0.22
C: -2.79 -0.04 -0.17
H: -6.04 0.50 -5.15
H: -5.07 -0.39 -3.06
H: -8.04 1.75 -0.79
H: -9.02 2.63 -2.91
H: -4.60 -3.04 -0.30
H: -2.34 -3.98 0.04
H: 0.36 2.08 0.23
H: -1.86 3.21 -0.11
H: -3.89 1.81 -0.36

These are the Mulliken partial charges, in e, on atoms 1 to 8: -0.23, -1.48, 0.80, -1.67, 0.33, 0.59, -0.33, 0.58

(6)
Computed, not measured: C33H30CuN2OP2S2 as an isolated structure, with ωB97M-V/def2-TZVPD.

Summary:
- E (eV) = -124625.70532
- expectation value of S² = 0.755
- net charge = 0
- Kohn-Sham gap (spin up / spin down) (eV) = 6.989 / 6.898
- multiplicity = 2
- lowest unoccupied orbital energy (spin up / spin down) (eV) = 0.3 / -0.2
- HOMO level (spin up / spin down) (eV) = -6.7 / -7.1

Element x y z (Å)
Cu: -1.72 -0.84 -0.82
S: -2.65 -1.57 1.31
P: -0.87 -0.75 1.78
C: -0.06 -0.37 0.31
P: -0.06 1.25 -0.27
S: -1.83 1.87 -0.98
C: 1.16 1.28 -1.65
C: 1.14 2.32 -2.58
C: 2.05 2.36 -3.62
C: 3.00 1.34 -3.75
C: 3.02 0.30 -2.84
C: 2.10 0.26 -1.79
C: 0.65 2.48 0.88
C: 1.94 2.26 1.36
C: 2.52 3.15 2.25
C: 1.80 4.27 2.67
C: 0.52 4.49 2.19
C: -0.06 3.59 1.29
C: -1.12 0.58 3.00
C: -2.24 1.40 2.85
C: -2.43 2.48 3.70
C: -1.51 2.74 4.71
C: -0.40 1.92 4.87
C: -0.21 0.84 4.02
C: 0.17 -1.98 2.65
C: 1.56 -1.86 2.58
C: 2.37 -2.78 3.23
C: 1.81 -3.82 3.95
C: 0.43 -3.95 4.02
C: -0.39 -3.02 3.37
H: 0.39 3.10 -2.48
H: 2.03 3.17 -4.33
H: 3.71 1.36 -4.57
H: 3.74 -0.50 -2.94
H: 2.08 -0.56 -1.08
H: 2.49 1.38 1.03
H: 3.52 2.98 2.63
H: 2.25 4.97 3.37
H: -0.04 5.35 2.52
H: -1.06 3.75 0.92
H: -2.94 1.20 2.05
H: -3.30 3.12 3.58
H: -1.66 3.58 5.38
H: 0.32 2.13 5.65
H: 0.66 0.21 4.14
H: 1.99 -1.06 1.99
H: 3.45 -2.68 3.17
H: 2.44 -4.55 4.45
H: -0.02 -4.77 4.57
H: -1.47 -3.12 3.41
C: -4.94 -1.99 -3.55
C: -3.63 -1.38 -3.11
O: -3.42 -1.16 -1.91
N: -2.77 -1.08 -4.10
C: -1.46 -0.46 -3.93
C: -0.40 -1.45 -3.51
C: 0.63 -1.83 -4.36
C: 1.55 -2.77 -3.91
C: 1.41 -3.29 -2.64
C: 0.37 -2.83 -1.85
N: -0.52 -1.94 -2.27
H: -5.50 -2.28 -2.67
H: -4.75 -2.88 -4.16
H: -5.51 -1.28 -4.13
H: -3.02 -1.39 -5.02
H: -1.54 0.34 -3.19
H: -1.18 0.01 -4.88
H: 0.71 -1.39 -5.34
H: 2.36 -3.08 -4.55
H: 2.11 -4.01 -2.25
H: 0.25 -3.17 -0.82

These are the Mulliken partial charges, in e, on atoms 1 to 8: -0.59, -0.59, 1.50, -0.13, 1.11, -0.49, 0.23, -0.50

(7)
Computed, not measured: an isolated molecule of C3H3N3O2 at a distorted geometry, with ωB97M-V/def2-TZVPD.

Summary:
- E (eV) = -11720.85724
- net charge = 0
- structure (SMILES) = C=COc1nnno1
- ΔE to the lowest compared entry with this formula, charge and spin (eV) = 5.100
- Kohn-Sham gap (eV) = 10.619
- lowest unoccupied orbital energy (eV) = 0.7
- HOMO level (eV) = -9.9

Element x y z (Å)
C: -1.86 0.76 0.01
C: -1.49 -0.58 -0.07
O: -0.22 -1.08 -0.14
C: 0.93 -0.42 -0.16
N: 1.22 0.80 -0.23
N: 2.61 0.87 -0.03
N: 3.11 -0.24 0.06
O: 2.00 -1.15 0.01
H: -1.18 1.53 0.15
H: -2.93 0.99 0.21
H: -2.17 -1.48 0.18

These are the natural (NBO) partial charges, in e, on atoms 1 to 8: -0.46, 0.12, -0.46, 0.76, -0.40, -0.01, 0.12, -0.33

(8)
Computed, not measured: C28H31Cl2N7O4S2Sn as an isolated structure at a distorted geometry, with ωB97M-V/def2-TZVPD.

Summary:
- E (eV) = -100709.62587
- net charge = 0
- ΔE to the lowest compared entry with this formula, charge and spin (eV) = 1.524
- Kohn-Sham gap (eV) = 6.898
- lowest unoccupied orbital energy (eV) = -0.8
- HOMO level (eV) = -7.7

Element x y z (Å)
Sn: 0.88 0.14 -0.52
S: -5.56 4.25 3.15
N: -5.55 3.19 1.93
C: -4.30 2.83 1.69
C: -3.83 1.93 0.67
C: -4.67 1.40 -0.31
C: -4.11 0.59 -1.28
C: -2.74 0.31 -1.22
N: -1.96 0.78 -0.27
C: -2.46 1.60 0.65
C: -1.53 2.18 1.61
N: -0.26 1.78 1.57
C: 0.61 2.34 2.39
C: 0.28 3.37 3.27
C: -1.03 3.78 3.35
C: -1.97 3.17 2.52
C: -3.37 3.46 2.58
N: -3.97 4.28 3.43
H: -5.71 1.67 -0.32
H: -4.71 0.20 -2.08
H: -2.25 -0.29 -1.97
H: 1.61 1.95 2.34
H: 1.04 3.81 3.90
H: -1.35 4.57 4.01
O: 1.11 -2.06 1.68
C: 2.05 -3.08 1.51
C: 2.74 -3.09 0.17
C: 3.65 -4.10 -0.14
C: 4.28 -4.08 -1.37
C: 4.01 -3.04 -2.24
C: 3.08 -2.09 -1.86
N: 2.46 -2.12 -0.69
H: 1.61 -1.22 1.74
H: 1.53 -4.03 1.65
H: 2.84 -3.02 2.29
H: 3.84 -4.90 0.57
H: 4.98 -4.86 -1.63
H: 4.51 -2.97 -3.19
H: 2.81 -1.25 -2.50
Cl: 5.08 2.87 0.73
C: 4.89 1.22 1.31
Cl: 6.28 0.23 0.86
C: 3.60 0.63 0.70
O: 3.49 0.60 -0.52
O: 2.75 0.26 1.53
H: 4.83 1.24 2.40
S: -0.71 -2.65 -1.92
C: -1.60 -3.23 -0.64
N: -1.16 -4.25 0.10
C: -1.83 -4.72 1.30
C: -2.62 -3.56 1.89
C: -3.58 -3.06 0.82
N: -2.82 -2.73 -0.37
H: -0.24 -4.60 -0.14
H: -1.08 -5.08 2.00
H: -2.51 -5.54 1.05
H: -1.93 -2.76 2.15
H: -3.16 -3.88 2.78
H: -4.12 -2.17 1.16
H: -4.32 -3.83 0.58
H: -3.09 -1.91 -0.90
C: -0.31 3.16 -3.38
C: 1.00 2.55 -2.87
C: 1.87 3.63 -2.22
C: 1.77 1.90 -4.03
O: 0.70 1.56 -1.93
H: -0.12 3.94 -4.11
H: -0.86 3.58 -2.54
H: -0.92 2.38 -3.83
H: 2.16 4.39 -2.94
H: 2.77 3.16 -1.82
H: 1.33 4.10 -1.40
H: 1.96 2.60 -4.83
H: 1.19 1.06 -4.41
H: 2.72 1.52 -3.65

These are the Mulliken partial charges, in e, on atoms 1 to 8: 1.66, 0.14, -0.70, 1.09, 0.26, -0.64, -0.79, -1.55